(1)
# C7H19Ba2F3O6

A structure of composition C7H19Ba2F3O6 in a non-equilibrium geometry (wB97M-V/def2-TZVPD, the OMol25 dataset).

```
37
Properties=species:S:1:pos:R:3
Ba 1.080 -1.945 -2.059
Ba 0.139 2.124 -1.268
O -0.610 -0.426 -0.707
H -1.228 -1.182 -0.671
C 2.954 3.822 0.001
O 2.452 2.486 0.465
O 1.866 4.397 -0.705
C 3.619 4.612 1.145
F 3.688 5.899 1.057
F 2.927 4.428 2.266
F 4.875 4.191 1.328
C 3.369 1.491 0.978
C 2.591 0.209 1.324
H 3.277 -0.635 1.397
H 2.083 0.286 2.285
H 1.858 -0.019 0.551
H 3.885 1.834 1.875
H 4.086 1.257 0.191
H 3.745 3.569 -0.706
C -2.229 -0.663 2.176
O -0.829 -0.716 1.976
H -2.652 -1.633 1.915
H -2.478 -0.568 3.233
H -2.731 0.150 1.652
H -0.681 -0.677 1.028
C -2.272 -4.939 -2.079
O -1.814 -3.618 -2.009
H -2.071 -5.431 -3.031
H -1.788 -5.563 -1.328
H -3.339 -5.112 -1.936
H -2.029 -3.089 -2.781
C -3.880 -0.940 -1.409
O -3.301 0.163 -0.738
H -4.843 -0.740 -1.880
H -3.201 -1.388 -2.134
H -4.172 -1.700 -0.684
H -2.346 0.066 -0.720
```

## Properties
* LUMO: -9.104 eV
* spin multiplicity: 1
* net charge: +2
* DFT total energy: -29375.1359 eV

Want to see where the charge sits? The Löwdin charges in e are: 1.90 1.91 -0.80 -0.05 -0.39 -0.29 -0.35 -0.63 0.22 0.16 0.15 -0.23 -0.06 0.09 0.10 0.00 0.13 0.12 0.14 -0.14 -0.13 0.08 0.09 0.07 -0.03 -0.13 -0.19 0.09 0.10 0.10 0.06 -0.13 -0.13 0.10 0.05 0.09 -0.04

***

(2)
# C7H19MnNO7P

A structure of composition C7H19MnNO7P in a non-equilibrium geometry (wB97M-V/def2-TZVPD, the OMol25 dataset).

```
36
Properties=species:S:1:pos:R:3
Mn 33.771 12.484 -4.816
P 32.828 14.527 -4.092
O 31.913 13.347 -4.493
O 31.661 15.474 -3.756
O 33.821 14.528 -5.277
O 33.506 13.595 -3.037
C 31.814 12.335 -7.323
O 32.662 11.671 -6.394
C 32.299 10.298 -6.261
C 33.246 9.704 -5.177
N 33.130 10.589 -3.991
C 34.182 10.329 -2.933
C 35.645 10.639 -3.343
O 35.691 12.015 -3.719
C 36.965 12.478 -3.924
H 32.309 13.299 -7.446
H 30.827 12.670 -7.006
H 31.763 11.777 -8.258
H 32.430 9.815 -7.230
H 31.233 10.226 -6.045
H 34.201 9.473 -5.650
H 32.864 8.739 -4.844
H 32.305 10.189 -3.567
H 34.170 9.296 -2.588
H 34.014 10.871 -2.003
H 35.919 9.809 -3.994
H 36.329 10.494 -2.506
H 36.932 13.561 -4.044
H 37.340 12.139 -4.890
H 37.787 12.256 -3.244
C 35.815 11.382 -7.323
O 35.293 12.314 -6.468
H 35.326 11.459 -8.294
H 36.892 11.498 -7.446
H 35.563 10.365 -7.021
H 35.495 13.169 -6.855
```

## Properties
* LUMO (spin up / spin down): 0.052 / -0.555 eV
* spin multiplicity: 7
* <S²>: 12.01
* net charge: 0
* DFT total energy: -63997.1064 eV

Want to see where the charge sits? The Löwdin charges in e are: 0.77 0.03 -0.21 -0.34 -0.37 -0.27 -0.06 -0.31 -0.16 -0.15 -0.07 -0.14 -0.18 -0.23 -0.11 0.10 0.10 0.10 0.12 0.13 0.10 0.12 0.14 0.12 0.13 0.12 0.13 0.11 0.08 0.10 -0.14 -0.15 0.09 0.09 0.08 0.12

***

(3)
# C7H19N

A cluster of 2 separate species, C7H19N in total in a non-equilibrium geometry (wB97M-V/def2-TZVPD, the OMol25 dataset).

```
27
Properties=species:S:1:pos:R:3
C -0.467 1.143 1.705
C -1.420 1.599 -0.593
C -1.888 0.787 2.146
C 0.524 0.077 2.183
N -0.277 1.346 0.262
H 0.653 1.149 -0.118
H -0.196 2.085 2.196
H -1.070 1.805 -1.609
H -2.069 0.720 -0.640
H -2.010 2.455 -0.257
H 0.308 -0.895 1.729
H 1.555 0.353 1.940
H -2.234 -0.135 1.668
H -2.594 1.594 1.928
H -1.925 0.638 3.230
H 0.462 -0.045 3.269
C 0.664 -1.325 -1.338
C 2.108 -1.568 -0.922
C 0.560 -1.121 -2.844
H 0.072 -2.208 -1.067
H 0.212 -0.361 -0.730
H 2.722 -0.683 -1.126
H -0.486 -1.014 -3.150
H 2.556 -2.419 -1.451
H 2.167 -1.791 0.148
H 1.101 -0.220 -3.153
H 0.973 -1.968 -3.406
```

## Properties
* LUMO: 1.095 eV
* spin multiplicity: 1
* net charge: 0
* DFT total energy: -9056.4473 eV

Want to see where the charge sits? The Löwdin charges in e are: -0.45 -0.14 -0.08 -0.08 -0.14 0.10 0.12 0.08 0.07 0.07 0.07 0.08 0.08 0.07 0.08 0.08 -0.34 -0.14 -0.14 0.10 0.11 0.07 0.06 0.07 0.06 0.07 0.07

***

(4)
# C7H19N2

A cluster of 2 separate species, C7H19N2 in total in a non-equilibrium geometry (wB97M-V/def2-TZVPD, the OMol25 dataset).

```
28
Properties=species:S:1:pos:R:3
C 1.444 -1.182 -0.858
C 1.879 0.161 1.420
C 0.312 -1.785 1.242
C -0.802 2.332 -1.241
C -1.789 -0.912 -1.532
C -1.155 0.702 1.198
C 0.932 -0.640 0.474
N 0.147 1.359 -0.695
N -0.260 0.380 0.111
H 2.121 -0.472 -1.426
H 1.910 -2.096 -0.656
H 0.659 -1.419 -1.608
H 1.319 0.432 2.248
H 2.428 1.075 1.125
H 2.630 -0.546 1.886
H 0.688 -2.687 0.720
H 0.519 -1.682 2.285
H -0.769 -1.689 1.050
H -0.630 3.246 -0.817
H -0.868 2.471 -2.336
H -1.835 2.085 -0.978
H -1.257 -1.511 -2.245
H -2.381 -1.378 -0.831
H -1.949 0.059 -1.767
H -1.911 1.348 0.854
H -1.657 -0.047 1.599
H -0.672 1.277 2.000
H 0.947 1.119 -1.221
```

## Properties
* LUMO (spin up / spin down): -4.956 / -3.594 eV
* spin multiplicity: 1
* net charge: +1
* DFT total energy: -10536.0195 eV

Want to see where the charge sits? The Löwdin charges in e are: -0.03 -0.01 -0.01 -0.02 0.18 0.00 -0.46 0.03 -0.10 0.11 0.07 0.08 0.04 0.10 0.12 0.11 0.09 0.08 0.06 0.12 0.08 0.02 0.00 -0.04 0.08 0.05 0.13 0.12